[1]
Entry from the Open Molecules 2025 dataset: an isolated molecule of C9H14O2 in a non-equilibrium geometry (the ωB97M-V functional and the def2-TZVPD basis).

## Properties
DFT total energy: -13655.060 eV
Relative energy (zero: lowest compared OMol25 entry of this formula, charge and spin): 0.597 eV

Structure (XYZ):
```
25
Properties=species:S:1:pos:R:3:forces:R:3:nbo_charge:R:1
O -3.350 0.974 -0.101 1.529 -1.119 -0.093 -0.577
C -2.430 0.172 -0.206 -2.434 0.891 0.265 0.790
O -2.670 -1.126 0.021 -0.135 -0.777 0.338 -0.671
C -1.061 0.520 -0.608 0.839 1.116 -0.197 -0.375
C -0.280 -0.590 -1.344 0.691 -0.568 0.037 -0.422
C 1.035 -0.975 -0.558 -1.325 1.759 -0.169 -0.205
C 1.881 0.327 -0.588 -0.332 -0.898 -1.053 -0.409
C 1.140 1.493 0.023 0.660 1.058 1.404 -0.423
C -0.230 1.065 0.563 -0.260 0.595 0.367 -0.186
C -0.173 -0.046 1.565 -0.129 -1.686 1.011 -0.418
C 0.638 -1.248 0.921 1.583 0.050 0.490 -0.435
H -1.845 -1.644 -0.001 -0.433 0.284 -0.062 0.486
H -1.198 1.444 -1.153 -0.039 -0.158 -1.049 0.252
H -0.868 -1.494 -1.556 -0.052 0.278 0.130 0.205
H -0.049 -0.188 -2.320 0.383 -0.075 -0.376 0.227
H 1.590 -1.795 -1.034 -0.357 0.121 0.240 0.224
H 2.257 0.554 -1.607 -0.509 -0.189 0.350 0.206
H 2.742 0.161 -0.030 1.738 -0.470 1.061 0.205
H 1.161 2.304 -0.687 -0.979 0.314 -0.488 0.219
H 1.745 1.995 0.836 -0.590 -0.945 -0.379 0.213
H -0.753 1.898 1.058 0.100 -0.048 -0.554 0.235
H 0.227 0.259 2.573 -0.210 -0.323 -1.067 0.223
H -1.257 -0.385 1.731 1.668 0.477 0.194 0.213
H 0.150 -2.202 1.048 -0.699 -0.329 -0.220 0.204
H 1.601 -1.473 1.456 -0.708 0.641 -0.178 0.217
```
Positions in Å, forces in eV/Å.

[2]
Entry from the Open Molecules 2025 dataset: a cluster of 2 separate species, C9H14O2 in total in a non-equilibrium geometry (the ωB97M-V functional and the def2-TZVPD basis).

## Properties
DFT total energy: -13654.356 eV
Relative energy (zero: lowest compared OMol25 entry of this formula, charge and spin): 1.301 eV

Structure (XYZ):
```
25
Properties=species:S:1:pos:R:3:forces:R:3:nbo_charge:R:1
C -1.592 -2.655 -0.168 0.035 -0.109 0.082 -0.623
C -0.636 -1.691 -0.801 -0.581 -0.263 -0.351 -0.056
C 0.505 -2.154 -1.433 0.060 -0.038 0.216 -0.183
C 1.387 -1.273 -2.035 -0.322 -0.450 -0.300 -0.281
C 1.069 0.072 -2.049 1.034 1.197 -0.406 0.290
O 1.930 1.019 -2.587 -0.306 -0.103 0.059 -0.683
C -0.061 0.569 -1.435 -1.235 -0.778 1.423 -0.254
C -0.929 -0.335 -0.816 0.666 -0.145 0.058 -0.189
H -1.426 -3.665 -0.538 0.141 -0.112 0.180 0.213
H -2.620 -2.416 -0.429 -0.119 0.158 0.173 0.215
H -1.469 -2.632 0.918 -0.215 -0.191 -0.043 0.215
H 0.708 -3.221 -1.412 0.087 0.100 -0.109 0.207
H 2.267 -1.676 -2.529 0.038 0.330 0.068 0.215
H 2.375 0.670 -3.362 0.100 -0.191 0.016 0.476
H -0.301 1.595 -1.209 0.531 0.404 -0.782 0.230
H -1.806 -0.007 -0.260 0.103 0.196 -0.249 0.205
C -0.709 1.833 2.655 0.176 0.173 0.357 -0.645
C 0.743 1.752 2.191 0.129 0.092 -0.487 -0.064
O 1.075 2.681 1.165 0.025 0.285 -0.166 -0.719
H -1.213 0.879 2.557 -0.134 -0.129 -0.073 0.217
H -1.288 2.586 2.113 0.114 -0.102 -0.155 0.202
H -0.752 2.126 3.699 -0.101 0.011 0.198 0.215
H 1.463 1.901 2.995 -0.170 0.041 0.253 0.165
H 0.953 0.780 1.764 -0.033 -0.430 -0.011 0.171
H 0.328 3.261 1.005 -0.020 0.052 0.050 0.461
```
Positions in Å, forces in eV/Å.

[3]
Entry from the Open Molecules 2025 dataset: a structure of composition C9H14O6Si in a non-equilibrium geometry (the ωB97M-V functional and the def2-TZVPD basis).

## Properties
DFT total energy: -29725.811 eV
Relative energy (zero: lowest compared OMol25 entry of this formula, charge and spin): 0.000 eV

Structure (XYZ):
```
30
Properties=species:S:1:pos:R:3:forces:R:3:nbo_charge:R:1
O -2.346 0.916 -1.895 2.971 0.382 -0.242 -0.592
O 0.989 -2.560 -0.394 1.442 2.027 -0.073 -0.589
O 0.914 -0.032 2.523 -0.717 1.403 -1.498 -0.578
O -0.075 0.924 -1.598 0.635 -0.017 0.561 -0.859
O 1.705 -0.407 -0.053 -0.210 0.040 -0.963 -0.865
O 0.128 1.573 1.034 1.296 -0.874 -0.002 -0.845
C -1.185 0.880 -2.322 -4.059 -0.649 -0.254 0.817
C 1.892 -1.723 -0.355 -0.686 -2.019 -0.115 0.814
C 0.721 1.130 2.185 0.441 -1.085 2.016 0.788
C -3.207 0.180 0.707 -0.129 -0.076 0.656 -0.391
C -2.297 -0.483 1.393 0.292 0.185 -1.226 -0.209
C -1.042 0.767 -3.794 1.241 0.204 -0.605 -0.716
C 3.328 -2.212 -0.648 -0.927 -1.511 0.891 -0.719
C 1.148 2.205 3.102 1.218 1.381 -0.606 -0.715
C -1.114 -1.016 0.604 2.024 -0.127 1.151 -0.928
Si 0.161 0.315 -0.067 -1.752 -2.753 1.107 2.274
H -4.092 0.538 1.119 -1.463 0.473 1.268 0.178
H -3.145 0.443 -0.305 0.432 -0.164 -0.868 0.223
H -2.468 -0.674 2.438 0.388 -0.219 0.279 0.206
H -0.328 1.557 -4.045 -0.105 -0.015 -0.511 0.232
H -0.567 -0.181 -4.131 -0.457 0.518 0.379 0.244
H -2.023 0.946 -4.250 0.519 -0.205 0.092 0.249
H 3.166 -3.241 -1.092 0.260 1.196 0.588 0.244
H 3.830 -1.625 -1.389 0.462 0.643 -0.067 0.231
H 3.914 -2.362 0.309 -0.585 0.546 -1.144 0.247
H 1.575 1.789 4.020 -0.464 0.123 -0.229 0.245
H 0.329 2.906 3.247 0.039 0.075 0.278 0.243
H 1.974 2.780 2.585 -0.864 -0.445 0.489 0.239
H -1.480 -1.671 -0.173 0.081 -0.105 -0.319 0.254
H -0.402 -1.662 1.248 -1.320 1.067 -1.031 0.278
```
Positions in Å, forces in eV/Å.

[4]
Entry from the Open Molecules 2025 dataset: a cluster of 2 separate species, C9H14S in total in a non-equilibrium geometry (the ωB97M-V functional and the def2-TZVPD basis).

## Properties
DFT total energy: -20394.399 eV
Relative energy (zero: lowest compared OMol25 entry of this formula, charge and spin): 0.887 eV

Structure (XYZ):
```
24
Properties=species:S:1:pos:R:3:forces:R:3:nbo_charge:R:1
C 1.075 -0.381 -2.448 0.707 -0.179 -0.601 -0.638
C 0.962 -1.140 -1.156 -2.173 -0.144 -0.656 -0.003
C 1.590 -0.719 -0.011 1.984 -0.214 0.361 -0.235
C 1.308 -1.229 1.247 -1.871 -1.176 -0.574 -0.204
C 0.312 -2.233 1.318 0.727 0.790 -0.623 -0.217
C -0.312 -2.701 0.152 0.014 -0.894 0.612 -0.212
C -0.026 -2.141 -1.070 0.451 1.345 -0.146 -0.213
H 0.559 -0.895 -3.257 0.395 -0.535 -0.094 0.214
H 2.145 -0.257 -2.687 -0.481 0.172 -0.254 0.219
H 0.565 0.585 -2.519 0.349 0.168 0.819 0.223
H 2.463 -0.088 -0.150 -0.299 0.539 0.212 0.214
H 1.691 -0.834 2.169 0.501 0.084 0.020 0.218
H 0.048 -2.596 2.287 -0.210 -0.442 0.358 0.211
H -0.972 -3.579 0.157 -0.015 0.610 0.379 0.215
H -0.651 -2.309 -1.945 0.306 -0.474 0.121 0.211
C -0.904 1.331 -0.052 0.911 -0.497 -0.175 -0.767
S -0.785 3.131 0.180 -0.223 -0.822 -0.028 0.180
C -1.532 3.302 1.796 1.001 -0.557 0.525 -0.753
H -1.620 0.709 0.508 -0.191 0.912 0.116 0.227
H -1.120 1.164 -1.111 0.216 -0.088 0.149 0.217
H 0.087 0.914 0.218 -0.805 0.268 -0.456 0.230
H -1.200 2.573 2.557 0.215 0.019 -0.599 0.212
H -2.593 3.150 1.688 -0.436 0.810 0.311 0.218
H -1.090 4.243 2.128 -1.074 0.306 0.223 0.232
```
Positions in Å, forces in eV/Å.

[5]
Entry from the Open Molecules 2025 dataset: a cluster of 2 separate species, C9H14S in total in a non-equilibrium geometry (the ωB97M-V functional and the def2-TZVPD basis).

## Properties
DFT total energy: -20393.783 eV
Relative energy (zero: lowest compared OMol25 entry of this formula, charge and spin): 1.503 eV

Structure (XYZ):
```
24
Properties=species:S:1:pos:R:3:forces:R:3:nbo_charge:R:1
C 2.591 0.391 0.584 -1.402 1.412 0.609 -0.629
C 1.769 -0.721 0.038 -0.354 1.459 -0.582 -0.037
C 0.805 -0.413 -0.949 1.213 0.864 0.037 -0.196
C -0.124 -1.384 -1.283 3.009 -0.210 1.967 -0.227
C 0.001 -2.641 -0.712 -0.307 -1.425 0.706 -0.210
C 1.036 -2.996 0.195 -1.636 1.684 -1.849 -0.196
C 1.864 -1.944 0.576 -1.066 -2.635 -0.390 -0.210
H 3.324 0.750 -0.086 0.726 0.503 -1.076 0.217
H 3.115 0.312 1.540 -0.424 -0.691 0.007 0.222
H 1.790 1.159 0.696 1.111 0.205 0.217 0.212
H 0.941 0.624 -1.399 -0.781 -1.511 0.412 0.212
H -0.816 -1.322 -2.012 -2.354 0.861 -2.227 0.213
H -0.827 -3.315 -1.002 0.918 -0.114 0.288 0.210
H 1.189 -4.006 0.498 -0.088 -0.447 0.451 0.216
H 2.570 -2.181 1.295 1.575 -0.059 1.366 0.203
C -1.811 2.789 0.565 -0.502 -1.117 0.875 -0.612
C -1.849 1.311 0.068 4.051 0.875 -0.105 -0.590
S -3.384 0.696 -0.347 -2.276 -2.107 -0.802 0.000
H -2.783 2.999 1.045 0.572 0.110 0.176 0.205
H -1.693 3.537 -0.236 0.267 -0.515 0.270 0.216
H -1.002 2.778 1.315 -0.345 0.822 -0.362 0.220
H -1.156 1.340 -0.835 -0.988 -0.396 0.891 0.211
H -1.311 0.526 0.766 -1.233 1.789 -1.004 0.233
H -4.241 1.712 -0.320 0.314 0.643 0.125 0.118
```
Positions in Å, forces in eV/Å.

[6]
Entry from the Open Molecules 2025 dataset: a cluster of 2 separate species, C9H14SSi in total in a non-equilibrium geometry (the ωB97M-V functional and the def2-TZVPD basis).

## Properties
DFT total energy: -28269.782 eV
Relative energy (zero: lowest compared OMol25 entry of this formula, charge and spin): 4.711 eV

Structure (XYZ):
```
25
Properties=species:S:1:pos:R:3:forces:R:3:nbo_charge:R:1
C -1.702 2.204 2.309 0.751 -0.429 0.208 -0.203
C -2.091 2.181 0.984 1.966 -1.107 0.159 -0.202
C -0.492 1.653 2.792 -1.709 -0.761 -4.772 -0.192
C -1.242 1.551 0.076 0.711 0.374 -0.514 -0.213
C 0.320 0.916 1.893 -2.831 2.716 0.267 -0.205
C -0.057 0.984 0.537 1.776 -1.673 -0.934 -0.453
C 2.068 0.725 -2.014 2.155 0.257 -1.347 -1.229
C -1.393 -1.837 -1.692 1.716 1.461 0.723 -0.680
C 1.136 -2.697 1.088 1.375 0.578 -0.490 -0.679
Si 0.988 -0.040 -0.792 -2.077 -1.731 1.827 1.264
S 2.238 -1.428 0.280 0.249 -0.529 -0.235 -0.275
H -2.439 2.609 2.961 -0.080 0.454 0.830 0.206
H -3.006 2.616 0.769 -1.582 0.668 -0.854 0.211
H -0.320 1.697 3.776 0.897 0.092 3.590 0.200
H -1.323 1.506 -1.033 -0.761 0.239 0.936 0.214
H 1.142 0.466 2.346 1.576 -0.970 -0.141 0.223
H 1.875 1.761 -2.157 -0.353 1.032 -0.065 0.253
H 3.161 0.658 -1.867 -0.279 0.105 1.097 0.270
H 2.147 0.303 -3.013 -1.106 -0.408 -0.227 0.273
H -1.456 -1.744 -0.592 -0.379 -0.205 -0.880 0.187
H -1.681 -1.009 -2.340 -0.326 -0.240 0.319 0.185
H -0.733 -2.567 -2.139 -0.161 -0.241 0.150 0.184
H 1.096 -2.376 2.096 -0.410 0.094 1.041 0.212
H 1.555 -3.715 1.062 -0.090 0.582 -0.408 0.228
H 0.203 -2.593 0.601 -1.030 -0.357 -0.280 0.220
```
Positions in Å, forces in eV/Å.